Entry 1:
Computed, not measured: an isolated ion of composition C7H10N3 and charge +1, with wB97M-V/def2-TZVPD.

Geometry as XYZ:
```
20
Properties=species:S:1:pos:R:3:forces:R:3:lowdin_charge:R:1
C 2.899 -0.630 0.046 -1.784 1.583 0.813 -0.017
C 1.945 -1.667 0.000 -1.309 -3.933 -1.751 -0.033
C 2.304 0.663 0.050 1.421 1.183 -0.188 -0.030
C 0.546 -1.528 -0.111 2.311 -2.939 0.662 -0.030
C 0.958 0.977 -0.144 1.089 -2.637 1.711 -0.176
C -0.020 -0.289 -0.078 -1.990 5.148 -0.698 -0.107
C -2.470 -0.657 0.082 -2.187 -2.181 -0.101 -0.205
N 0.456 2.274 0.052 -0.011 0.367 -0.474 0.071
N -3.675 -0.068 0.131 -1.873 3.898 -0.467 0.085
N -1.353 0.059 -0.066 4.352 -0.958 -0.072 0.112
H 3.948 -0.769 0.293 -0.256 -0.099 -0.369 0.124
H 2.334 -2.761 -0.189 -0.777 2.221 0.847 0.160
H 3.058 1.490 0.215 -1.266 -0.651 -0.348 0.140
H -0.109 -2.418 -0.132 0.658 0.517 -0.109 0.128
H -2.636 -1.724 -0.021 1.394 -0.022 0.055 0.136
H 0.622 2.802 -0.808 -0.444 0.090 0.181 0.116
H 0.965 2.787 0.788 -0.331 -0.535 -0.421 0.118
H -4.559 -0.583 0.037 1.055 0.135 0.077 0.123
H -3.813 0.994 -0.052 0.480 -2.657 0.529 0.162
H -1.400 1.047 -0.094 -0.530 1.470 0.122 0.122
```
Forces are in eV/Å.

Output
Multiplicity: 3
Max |F|: 5.56 eV/Å
Expectation value of S²: 2.033
E_LUMO (alpha / beta): -0.12770 / -0.25114 Eh
Total charge: +1
HOMO level (alpha / beta): -9.261 / -13.532 eV

---

Entry 2:
Computed, not measured: a 2-piece molecular cluster, C5H9N overall, with wB97M-V/def2-TZVPD.

Geometry as XYZ:
```
15
Properties=species:S:1:pos:R:3:forces:R:3:lowdin_charge:R:1
C -1.931 0.574 0.864 1.431 0.458 -0.864 0.012
C -2.286 0.084 -0.277 0.481 -0.282 1.570 -0.307
N -2.690 -0.707 -1.083 -1.098 -0.479 -2.686 0.145
H -0.959 0.893 1.119 0.926 0.282 -0.106 0.032
H -2.677 0.750 1.532 -2.056 0.438 1.882 0.025
H -3.111 -0.265 -1.917 0.266 -0.412 0.243 0.086
C 0.787 -0.132 -1.144 1.753 1.301 1.507 -0.028
C 1.614 0.451 -0.222 -1.901 -3.364 -1.713 -0.223
C 2.161 -0.388 0.877 -4.102 -0.969 0.100 -0.107
H 0.482 -1.150 -1.002 0.088 -0.493 -0.275 0.057
H 0.445 0.397 -2.011 -0.388 0.271 -0.124 0.045
H 1.698 1.462 -0.198 0.782 2.928 -0.277 0.054
H 2.710 0.041 1.645 1.199 1.030 1.101 0.041
H 2.601 -1.259 0.475 0.818 -0.905 -0.245 0.058
H 1.158 -0.751 1.343 1.801 0.196 -0.113 0.109
```
Forces are in eV/Å.

Output
Max |F|: 4.23 eV/Å
SMILES string: C=C=N.C=CC
E_LUMO: 0.03698 Eh
HOMO level: -9.060 eV

---

Entry 3:
Computed, not measured: a 2-piece molecular cluster, C7H14N2O3 overall, with wB97M-V/def2-TZVPD.

Geometry as XYZ:
```
26
Properties=species:S:1:pos:R:3:forces:R:3:lowdin_charge:R:1
C 0.801 -1.898 -0.071 -3.162 -1.042 2.519 -0.484
C 1.016 -2.797 1.213 4.495 0.510 -0.704 0.005
C -3.136 0.817 0.254 -0.486 0.760 0.507 -0.100
C -0.744 -0.048 -1.915 2.742 -0.340 2.753 -0.022
C 3.369 1.603 -0.278 1.529 2.054 -2.225 0.006
C -1.628 1.038 0.375 1.431 -1.723 -0.547 -0.224
C -0.637 0.144 -0.411 -2.550 -1.408 -0.382 -0.337
N 1.092 1.390 -0.166 -0.012 1.795 1.106 0.306
N 2.149 0.862 0.124 1.777 1.511 -1.279 -0.423
O 2.333 -0.247 0.608 0.717 -1.669 1.555 -0.023
O 1.160 -2.080 -1.189 0.614 0.049 0.312 0.105
O -0.195 -0.966 0.361 0.390 0.632 -1.232 -0.021
H 0.289 -3.301 1.814 -1.363 0.118 -0.564 0.051
H 1.515 -2.063 1.967 -0.542 -1.405 -1.343 0.098
H 1.797 -3.636 0.898 -1.453 1.905 0.742 0.118
H -3.610 1.148 -0.695 0.465 -0.144 0.496 0.070
H -3.277 -0.274 0.347 -0.455 0.539 0.225 0.077
H -3.628 1.420 1.121 0.591 -1.332 -1.495 0.101
H -0.864 0.914 -2.364 0.230 0.330 -0.725 0.081
H -1.581 -0.634 -1.969 -2.520 -1.505 -1.070 0.049
H 0.133 -0.727 -2.095 -0.866 1.344 -1.054 0.079
H 3.326 2.737 -0.125 -0.407 -1.716 0.213 0.106
H 3.525 1.515 -1.408 -0.386 -0.262 1.540 0.113
H 4.271 1.206 0.210 -0.784 -0.115 0.069 0.094
H -1.252 2.025 0.259 -0.192 1.280 -0.429 0.080
H -1.387 0.809 1.389 0.198 -0.164 1.016 0.094
```
Forces are in eV/Å.

Output
Multiplicity: 3
Max |F|: 4.58 eV/Å
Expectation value of S²: 2.008
E_LUMO (alpha / beta): 0.02346 / -0.06329 Eh
HOMO level (alpha / beta): -5.801 / -9.983 eV

---

Ordered relative energy (zero: lowest compared OMol25 entry of this formula, charge and spin) results: 55.9; 296.4; 276.6; unit kJ/mol.